--- one ---
The following is a quantum chemistry calculation of 2 unconnected molecules or ions with the total composition C9H11NOS, from the Open Molecules 2025 dataset.

ORCA input file:
```
! RIJCOSX wB97M-V def2-TZVPD def2/J DEFGRID3
* xyz 0 1
S -1.7623 -1.9288 1.9615
O -1.3809 -0.9719 2.9323
N -0.9167 -3.5531 -1.1625
C 0.7601 -1.4416 1.2800
C -2.7010 -1.0015 0.6220
C -0.5778 -2.8420 -0.3219
C 1.9899 2.0437 -0.1124
C 1.2141 0.8853 -2.0347
C 0.5242 2.4670 -0.4073
C -0.3244 -2.0174 0.7893
C 2.3662 1.0356 -0.9635
C 0.1185 1.5397 -1.5602
H 0.8444 -0.9434 2.2101
H 1.7442 -1.5727 0.8029
H 0.5863 3.4378 -0.7257
H -0.1024 2.5468 0.6046
H -2.8358 -1.7111 -0.1973
H -0.8329 1.7400 -2.0216
H 3.3000 0.4800 -0.9147
H 2.2833 2.2622 0.8304
H -2.0439 -0.1101 0.2622
H -3.5998 -0.6985 1.0970
H 1.3468 0.3539 -2.9703
*
```

Properties
LUMO level ... 0.1 eV


--- two ---
The following is a quantum chemistry calculation of 2 unconnected molecules or ions with the total composition C9H11NOS, from the Open Molecules 2025 dataset.

ORCA input file:
```
! RIJCOSX wB97M-V def2-TZVPD def2/J DEFGRID3
* xyz 0 1
S -0.8946 -1.9743 -0.8231
O 1.3984 1.4348 -1.5570
N -0.9791 1.1659 2.4334
C -0.2266 1.2121 0.1781
C 0.7700 -1.2604 -0.9404
C -2.5386 1.7465 0.7726
C -2.2244 1.5087 2.1096
C 1.6102 -1.3919 0.3643
C 1.5394 -1.6725 -2.0986
C 0.6852 0.8844 -0.8311
C -1.5284 1.5234 -0.1759
C -0.0330 0.9638 1.5685
H 1.0911 0.9396 1.8001
H 1.8594 -2.4663 0.6150
H 2.3197 -0.9466 -2.3078
H -1.1561 -1.4933 0.3384
H -1.8875 1.5891 -1.1626
H -2.8323 2.0965 2.8641
H 2.1844 -2.5880 -1.9676
H -3.5228 1.9922 0.4508
H 0.8263 -1.8065 -2.9304
H 2.5159 -0.7405 0.1623
H 1.0232 -0.7168 1.1373
*
```

Properties
LUMO level ... 0.1 eV


Most favorable structure: two. The second most favorable one is 0.907 eV above it.


--- one ---
The following is a quantum chemistry calculation of C26H33N3O3 in the gas phase, from the Open Molecules 2025 dataset.

ORCA input file:
```
! RIJCOSX wB97M-V def2-TZVPD def2/J DEFGRID3
* xyz 0 1
O 0.1117 2.2732 2.8756
O 2.8167 -2.6804 0.1543
O 7.7760 0.8884 -0.2855
N -1.6158 1.4678 1.6541
N -3.0974 0.8560 -0.6466
N 2.5161 -0.5290 0.8332
C 8.4007 0.5623 -1.5037
C -0.3280 -0.1837 -1.7687
C -2.4949 2.5931 1.8628
C -2.4477 1.2202 -1.9034
C 4.3988 -0.5120 -0.7196
C 6.4860 0.5058 -0.0923
C 5.9325 0.8372 1.1468
C 2.0830 -1.8400 0.6413
C -3.9445 1.9108 -0.1023
C -0.9165 1.2209 -1.7998
C -3.1263 3.0347 0.5443
C -1.3799 -1.4807 2.1017
C 5.7060 -0.1729 -1.0224
C 1.7037 0.4361 1.3415
C 4.6345 0.4925 1.4487
C 0.4170 0.2228 1.7066
C 0.7171 -2.1133 1.0889
C 0.2475 -3.4251 0.9769
C -1.8230 -2.7778 1.9856
C 3.8573 -0.1844 0.5131
C -0.3646 1.4167 2.1525
C -0.1105 -1.1121 1.6330
C -5.0201 -0.5783 -1.4794
C -3.7311 -0.4532 -0.6542
C -1.0157 -3.7555 1.4077
C -5.5320 -2.0126 -1.4719
H -0.5180 1.7538 -2.6663
H 7.8989 1.0375 -2.3529
H 3.8034 -1.0415 -1.4456
H -3.2861 2.3123 2.5707
H 2.1310 1.4261 1.4117
H -2.0025 -0.7389 2.5767
H -2.7372 0.5278 -2.7007
H -4.5968 2.3451 -0.8773
H -2.8043 -3.0434 2.3514
H 8.4353 -0.5204 -1.6601
H 9.4162 0.9472 -1.4257
H -1.9092 0.8499 0.9009
H 4.2207 0.7373 2.4154
H -4.8306 -0.2656 -2.5087
H 0.7564 -0.1397 -1.6952
H -0.6111 1.7640 -0.9046
H -3.9511 -0.7205 0.3849
H -1.3763 -4.7688 1.3162
H -0.7029 -0.7429 -0.9161
H -2.9981 -1.1724 -1.0277
H -0.5850 -0.7253 -2.6770
H -5.7853 0.0828 -1.0678
H -4.7909 -2.6852 -1.8983
H -6.4468 -2.0950 -2.0539
H -4.5869 1.4675 0.6627
H -5.7416 -2.3369 -0.4548
H -2.3461 3.3647 -0.1420
H 6.5486 1.3597 1.8609
H -1.9072 3.3995 2.3110
H 6.1007 -0.4443 -1.9882
H -3.7862 3.8815 0.7392
H -2.7780 2.2189 -2.2074
H 0.9104 -4.1624 0.5498
*
```

Properties
SMILES ... CCCN(CCC)CCCNC(=O)c1cn(-c2ccc(OC)cc2)c(=O)c2ccccc12
LUMO level ... 0.6 eV


--- two ---
The following is a quantum chemistry calculation of C26H33N3O3 in the gas phase, from the Open Molecules 2025 dataset.

ORCA input file:
```
! RIJCOSX wB97M-V def2-TZVPD def2/J DEFGRID3
* xyz 0 1
O 0.8359 2.4394 -2.9590
O -6.0104 -0.0474 4.7277
O 3.2361 -3.5785 -0.5516
N 2.8251 -1.1657 -2.7501
N 3.6412 -1.5058 0.2234
N 0.9168 0.2994 -3.6383
C -4.0862 2.6459 1.1232
C 3.1384 -0.6166 -4.0569
C 1.3486 -0.3258 1.4855
C 2.8212 0.7763 -0.2953
C 3.8853 -1.9817 -2.1927
C -0.5925 0.9294 -1.8429
C -5.1483 0.1933 3.7040
C -4.2394 -0.8583 3.4356
C -6.9529 0.9430 5.0576
C -3.3253 -0.7476 2.4338
C -5.1049 1.3404 2.9497
C 4.0124 -0.1174 0.0612
C 3.5561 -2.4195 -0.7659
C -4.1648 1.4760 1.9092
C 2.1509 0.5262 -4.3596
C 0.4285 1.2925 -2.8438
C -3.1632 2.7601 0.1258
C 3.3285 -1.9512 1.5704
C -1.3046 1.8874 -1.2378
C 2.4219 -0.9939 2.3484
C 0.5479 -1.0926 -3.6236
C -3.2592 0.4181 1.6361
C -2.3306 0.5564 0.5932
C 1.8347 0.9772 0.8508
C -2.2666 1.7060 -0.1687
C 1.5596 -1.8852 -2.7794
H 1.0212 -1.0190 0.7085
H -0.6963 -0.1054 -1.5618
H 1.6778 -2.9020 -3.1905
H -5.7811 2.1619 3.1303
H 2.8411 -2.9227 1.4593
H -1.6453 -0.2577 0.4107
H 0.9761 1.5291 0.4630
H -3.1102 3.6634 -0.4648
H 0.4848 -0.0959 2.1136
H -4.7697 3.4573 1.3302
H 4.8185 -1.4151 -2.2184
H 0.5734 -1.4427 -4.6619
H 4.4670 0.2150 0.9978
H 3.0168 -0.2174 2.8336
H 4.0291 -2.9131 -2.7691
H -2.6352 -1.5546 2.2340
H -6.4655 1.8710 5.3738
H 1.9488 -1.5749 3.1424
H -0.4688 -1.2296 -3.2599
H 1.9565 0.5861 -5.4369
H 4.1554 -0.2213 -4.0386
H 4.7662 -0.0292 -0.7236
H 1.2110 -1.9854 -1.7477
H -7.6239 1.1530 4.2184
H 2.2945 1.5936 1.6280
H 4.2623 -2.1046 2.1263
H 3.0929 -1.3903 -4.8431
H 3.1965 1.7515 -0.6095
H -1.1570 2.9039 -1.5828
H -7.5297 0.5382 5.8876
H 2.5413 1.4883 -4.0221
H -4.3020 -1.7414 4.0517
H 2.3133 0.3302 -1.1488
*
```

Properties
SMILES ... COc1ccc2cc(/C=C/C(=O)N3CCN(CC(=O)N4CCCCCC4)CC3)ccc2c1
LUMO level ... 0.0 eV


Most favorable structure: one. The second most favorable one is 0.759 eV above it.


--- one ---
The following is a quantum chemistry calculation of C3H6F2 in the gas phase, from the Open Molecules 2025 dataset.

ORCA input file:
```
! RIJCOSX wB97M-V def2-TZVPD def2/J DEFGRID3
* xyz 0 1
F -0.9012 -0.0632 2.0539
F 0.5768 0.8251 -2.1693
C -0.1779 -0.5256 -0.3416
C 0.5992 0.7082 -0.7583
C -0.0725 -0.9493 1.1537
H -0.5312 -1.9609 1.2587
H 0.1148 -1.4838 -0.8562
H 0.0221 1.5841 -0.3785
H -1.3472 -0.4947 -0.5453
H 0.9331 -0.8580 1.6099
H 1.6355 0.9565 -0.3720
*
```

Properties
SMILES ... FCCCF
LUMO level ... 1.0 eV


--- two ---
The following is a quantum chemistry calculation of a molecular structure, C3H6F2, from the Open Molecules 2025 dataset.

ORCA input file:
```
! RIJCOSX wB97M-V def2-TZVPD def2/J DEFGRID3
* xyz 0 1
F 1.2389 1.2995 -0.1540
F 2.3539 -0.4044 0.0261
C -0.0263 -0.3993 -0.5163
C -1.1922 0.1629 0.2384
C 1.1689 0.0013 0.4512
H 0.7898 -0.2616 1.4884
H -1.3814 -0.1691 1.2769
H -1.3974 1.1228 0.1816
H 0.1971 0.7831 -1.5070
H -1.8848 -0.4480 -0.4234
H 0.1336 -1.6871 -1.0620
*
```

Properties
LUMO level ... 1.0 eV


Most favorable structure: one. The second most favorable one is 4.394 eV above it.


--- one ---
The following is a quantum chemistry calculation of C6H10N6 in the gas phase, from the Open Molecules 2025 dataset.

ORCA input file:
```
! RIJCOSX wB97M-V def2-TZVPD def2/J DEFGRID3
* xyz 0 1
N -0.1191 0.7813 2.8448
N -0.0873 -1.5556 -1.1453
N 0.7592 0.5611 1.9654
N -0.4486 -2.5097 -1.9273
N 0.3867 0.9290 4.1342
N -0.6110 -1.4410 0.0063
C -0.9488 1.0790 0.1310
C -1.2373 1.0529 -1.1703
C 0.7854 -0.3445 -1.5501
C -0.0803 0.8007 -2.1437
C 1.2807 0.0425 -0.2100
C 0.3092 0.4923 0.6188
H -1.2783 -2.2330 0.2036
H -0.4078 0.5194 -3.2389
H 0.1754 -2.5176 -2.7170
H 1.4254 0.8031 4.3292
H -1.7962 1.3866 0.8604
H 0.7269 1.5476 -2.1999
H 2.2218 -0.3777 0.3225
H 1.3960 -0.8159 -2.3389
H -0.2603 0.4687 4.7492
H -2.1916 1.3308 -1.5240
*
```

Properties
LUMO level ... 0.4 eV


--- two ---
The following is a quantum chemistry calculation of C6H10N6 in the gas phase, from the Open Molecules 2025 dataset.

ORCA input file:
```
! RIJCOSX wB97M-V def2-TZVPD def2/J DEFGRID3
* xyz 0 1
N -0.7791 -0.6177 0.1298
N 1.3671 -1.1772 -0.8761
N 1.7597 -2.2017 -1.6271
N -0.4091 -2.5850 -1.0882
N -0.8292 1.1031 1.7408
N -2.0992 0.6781 2.1438
C -0.9495 1.6485 -0.5990
C -0.0850 -1.4198 -0.5348
C 0.6711 -2.9720 -1.7291
C 1.2660 0.8632 0.3721
C -0.3004 0.7009 0.4234
C 2.0418 -0.2063 -0.3408
H 3.1074 -0.1457 -0.4933
H -0.6136 2.6641 -0.4051
H 1.6822 0.9600 1.3799
H -2.7904 1.3020 1.7398
H -0.6975 1.3533 -1.6122
H -2.2923 -0.2813 1.8572
H -0.1739 0.7888 2.4599
H 1.4811 1.8073 -0.1389
H 0.6726 -3.8695 -2.3188
H -2.0298 1.6069 -0.4832
*
```

Properties
LUMO level (alpha / beta) ... -0.7 / -0.7 eV


Most favorable structure: two. The second most favorable one is 4.107 eV above it.